[1]
ORCA calculation (ωB97M-V/def2-TZVPD) on a structure of composition C10H12BrErNP in a non-equilibrium geometry.

```
26
Properties=species:S:1:pos:R:3
C -2.60727 1.02107 -0.84467
C -3.18437 0.85814 -2.15551
C -3.33932 -0.54461 -2.40528
C -2.97324 -1.26418 -1.22137
C -2.47553 -0.31685 -0.25307
Er 0.24654 0.96811 1.41967
P -0.13444 2.88274 3.08557
H -2.37762 1.97269 -0.30205
H -3.39588 1.67357 -2.82772
H -3.60591 -1.00401 -3.36414
H -2.24235 -0.52313 0.83483
H -2.96998 -2.32506 -1.05364
H -0.89709 2.55568 4.27250
H -0.85275 4.05243 2.64026
H 1.02552 3.48608 3.67455
Br 5.38612 -0.55532 1.31184
C 3.70887 -0.86230 0.45019
C 3.56353 -1.93236 -0.41598
C 2.32036 -2.19157 -0.99810
C 1.24581 -1.37963 -0.69719
N 1.41614 -0.30456 0.13038
C 2.63695 -0.03691 0.73118
H 4.42607 -2.55993 -0.62856
H 2.18330 -3.02375 -1.68507
H 0.23834 -1.50232 -1.08514
H 2.65818 0.85600 1.38654
```

Values from the calculation:
* electronic energy: -118999.32049 eV
* 2S+1: 4
* E_HOMO (alpha / beta): -0.210 / -0.215 hartree
* LUMO energy (alpha / beta): -0.04435 / -0.03791 Ha
* gap between HOMO and LUMO (alpha / beta): 4.5 / 4.8 eV


[2]
ORCA calculation (ωB97M-V/def2-TZVPD) on a structure of composition C37H53N4NiO4SbSi3.

```
103
Properties=species:S:1:pos:R:3
Ni 0.05168 -1.25892 0.55344
C 1.19230 3.87715 -2.07539
Sb 0.95949 1.72852 -1.78851
C 1.35728 1.96397 0.29779
C 0.49217 2.62725 1.22859
C -0.66694 3.33968 0.86390
C -1.44493 3.93457 1.83228
C -1.06800 3.82115 3.16486
C 0.09480 3.11598 3.45052
N 0.85538 2.54343 2.53162
Si 3.17346 1.74483 0.77734
C 4.15007 0.73919 -0.46896
C 3.76939 3.52844 0.40869
C 3.76371 1.45007 2.53665
C -1.27104 1.37850 -2.04038
C -1.97513 1.13634 -0.72394
C -3.26655 1.64662 -0.52634
C -3.92158 1.50372 0.67743
C -3.27637 0.84056 1.70560
C -2.03381 0.30779 1.43720
N -1.39797 0.41172 0.25856
Si -1.39860 -0.22734 -3.09483
C -3.15522 -0.89112 -2.99854
C -0.93563 0.03759 -4.89454
C -0.23785 -1.54264 -2.46831
Si -1.98011 2.81397 -3.09156
C -3.63747 2.41824 -3.91299
C -2.24941 4.39690 -2.10755
C -0.87067 3.22439 -4.56671
H 2.24246 4.01566 -2.33252
H 0.99117 4.40980 -1.14931
H 0.58939 4.27966 -2.88188
H -0.93930 3.41612 -0.17642
H -2.34036 4.47869 1.55560
H -1.65421 4.26039 3.96004
H 0.43098 3.00763 4.47690
H 3.90224 1.00975 -1.49808
H 4.02495 -0.33537 -0.34017
H 5.20540 0.97967 -0.31233
H 3.81812 3.72150 -0.66648
H 4.77531 3.67277 0.81271
H 3.11752 4.28331 0.85536
H 3.00597 1.03278 3.19519
H 4.09543 2.39761 2.96137
H 4.61044 0.75958 2.51365
H -3.76265 2.16296 -1.33211
H -4.91512 1.91448 0.80913
H -3.71567 0.72558 2.68615
H -1.50851 -0.23300 2.21322
H -3.84291 -0.33936 -3.63938
H -3.53851 -0.84471 -1.97661
H -3.16903 -1.93635 -3.31679
H -1.67520 0.59425 -5.46833
H -0.83172 -0.94765 -5.35621
H 0.02520 0.54638 -4.98815
H -0.09448 -1.36718 -1.39770
H 0.72870 -1.50371 -2.97146
H -0.65553 -2.54511 -2.58542
H -4.40383 2.00831 -3.25566
H -3.50247 1.71312 -4.73453
H -4.03124 3.34380 -4.34161
H -2.84117 4.24593 -1.20420
H -2.79117 5.10253 -2.74276
H -1.31420 4.87324 -1.81575
H -1.26036 2.75793 -5.47042
H 0.16871 2.91458 -4.46450
H -0.87437 4.30507 -4.72986
C -3.37283 -3.83294 -0.55793
C -2.17130 -3.52819 0.29777
O -1.80011 -2.37782 0.50257
N -1.53673 -4.58950 0.83154
C -0.33412 -4.46332 1.64597
C 0.90444 -4.35602 0.79546
C 1.82861 -5.38444 0.74372
C 2.92782 -5.26086 -0.09501
C 3.06031 -4.11164 -0.84708
C 2.10686 -3.11634 -0.70636
N 1.04611 -3.22642 0.09156
H -3.92233 -2.91301 -0.73324
H -4.02243 -4.56942 -0.08564
H -3.04201 -4.22883 -1.51982
H -1.85554 -5.51096 0.58555
H -0.27235 -5.33907 2.28997
H -0.42707 -3.57929 2.27915
H 1.68912 -6.26590 1.35553
H 3.67038 -6.04622 -0.14647
H 3.90654 -3.95532 -1.50005
H 2.21121 -2.17453 -1.22934
O 0.36604 -0.45190 3.47350
C 1.01214 -1.56740 3.89680
C 0.54367 -2.15007 5.07344
C 1.16830 -3.26849 5.59204
C 2.27721 -3.81262 4.95102
C 2.73148 -3.23219 3.78101
C 2.10308 -2.12157 3.21900
C 2.64583 -1.58624 1.90868
O 3.72253 -2.00922 1.50990
O 1.91709 -0.72345 1.26956
H 0.90659 -0.03400 2.77077
H -0.30771 -1.69910 5.56683
H 0.80278 -3.70602 6.51277
H 2.78641 -4.67052 5.36986
H 3.58753 -3.62832 3.25031
```

Values from the calculation:
* electronic energy: -124596.45972 eV
* 2S+1: 3
* E_HOMO (alpha / beta): -0.259 / -0.255 hartree
* LUMO energy (alpha / beta): 0.01063 / -0.01692 Ha
* gap between HOMO and LUMO (alpha / beta): 7.3 / 6.5 eV


[3]
ORCA calculation (ωB97M-V/def2-TZVPD) on a structure of composition C10H20N2O8S in a non-equilibrium geometry.

```
41
Properties=species:S:1:pos:R:3
O -4.80441 4.92901 2.36465
C -4.72800 3.79058 1.97045
O -4.87517 2.69332 2.78813
C -4.45927 3.41982 0.52515
C -3.11945 2.71377 0.43477
C -1.94649 3.43154 -0.19381
O -0.96470 2.40108 -0.28598
S -1.57137 0.94800 -0.03770
O -1.21787 0.45464 1.24021
O -1.34777 0.11769 -1.16011
O -3.13441 1.38289 -0.08870
H -4.09444 2.64892 3.34755
H -4.47839 4.31215 -0.08060
H -5.25107 2.73637 0.24256
H -2.75717 2.56883 1.45663
H -2.11254 3.88613 -1.16214
H -1.70511 4.19896 0.53144
C 3.63510 1.96139 0.59294
O 2.92311 2.94120 0.45914
N 3.22172 0.68998 0.48380
C 4.12983 -0.43337 0.65883
C 1.82029 0.44574 0.18413
H 4.71144 2.04728 0.82276
H 4.16603 -1.03294 -0.24344
H 3.78849 -1.05881 1.48634
H 5.12872 -0.06172 0.88388
H 1.56270 0.90993 -0.76929
H 1.20260 0.88710 0.96304
H 1.63789 -0.61886 0.12818
C 1.86722 -3.44673 -0.55558
O 2.58510 -2.54186 -0.94152
N 1.28019 -4.34897 -1.35569
C 0.43160 -5.40401 -0.83794
C 1.50576 -4.25682 -2.78924
H 1.63377 -3.59627 0.51251
H 0.84425 -6.37925 -1.10350
H -0.57129 -5.31655 -1.25966
H 0.36464 -5.33342 0.24522
H 2.57086 -4.34500 -3.00440
H 1.16228 -3.28995 -3.15722
H 0.96535 -5.05176 -3.29578
```

Values from the calculation:
* electronic energy: -40888.58711 eV
* E_HOMO: -0.319 hartree
* LUMO energy: 0.01360 Ha
* gap between HOMO and LUMO: 9.0 eV


[4]
ORCA calculation (ωB97M-V/def2-TZVPD) on a structure of composition C3H3CrO2 in a non-equilibrium geometry.

```
9
Properties=species:S:1:pos:R:3
C 0.01656 0.85637 -0.22436
C 0.84061 0.94877 0.84501
H 1.69333 0.27460 0.94671
H -0.54708 1.69823 -0.62671
H 0.69073 1.71587 1.60697
O -1.01579 -0.84516 -1.57136
C -0.53805 -0.48957 -0.45182
O -0.12070 -1.40114 0.35119
Cr -1.01960 -2.75797 -0.87565
```

Values from the calculation:
* relative energy (zero: lowest compared OMol25 entry of this formula, charge and spin): 2.0 kcal/mol
* electronic energy: -35666.33942 eV
* total charge: +1
* 2S+1: 5
* E_HOMO (alpha / beta): -0.498 / -0.500 hartree
* LUMO energy (alpha / beta): -0.23716 / -0.22720 Ha
* gap between HOMO and LUMO (alpha / beta): 7.1 / 7.4 eV


[5]
ORCA calculation (ωB97M-V/def2-TZVPD) on the ion C4H11N2S with charge -1 in a non-equilibrium geometry.

```
18
Properties=species:S:1:pos:R:3
N 2.35908 -0.41277 2.91937
C 2.21930 -0.46904 1.45163
C 1.43721 0.79931 1.00125
N 0.86588 0.77133 -0.29917
C -0.59963 0.77732 -0.48593
C -1.05272 -0.47977 -1.24958
S -2.79222 -0.35338 -1.84557
H 2.62327 -1.32586 3.24987
H 1.44524 -0.26886 3.31830
H 1.64028 -1.35537 1.14335
H 3.18244 -0.60585 0.96055
H 0.69753 0.95029 1.79207
H 2.09478 1.67745 1.17568
H 1.32327 0.18234 -0.94858
H -1.16394 0.92222 0.42849
H -0.82932 1.58096 -1.19172
H -0.37949 -0.71301 -2.07567
H -1.11938 -1.35851 -0.59678
```

Values from the calculation:
* relative energy (zero: lowest compared OMol25 entry of this formula, charge and spin): 28.7 kcal/mol
* electronic energy: -18141.85430 eV
* total charge: -1
* E_HOMO: -0.083 hartree
* LUMO energy: 0.12560 Ha
* gap between HOMO and LUMO: 5.7 eV


[6]
ORCA calculation (ωB97M-V/def2-TZVPD) on a cluster of 2 separate species, C3H4N4OS in total in a non-equilibrium geometry.

```
13
Properties=species:S:1:pos:R:3
S -1.41384 -0.43432 -0.58630
N -0.16300 0.52501 -0.95571
C 0.02809 1.42889 -1.96153
N 1.22762 2.00618 -1.82137
C 1.73500 1.51272 -0.76615
N 0.97398 0.60681 -0.22802
H -0.66481 1.60742 -2.71267
H 2.62734 1.97124 -0.40816
H 1.20745 0.01198 0.53054
N -1.73770 -2.96545 2.34823
C -1.15301 -1.91940 2.38258
O -0.68997 -0.92832 2.75437
H -1.97714 -3.42275 1.42420
```

Values from the calculation:
* relative energy (zero: lowest compared OMol25 entry of this formula, charge and spin): 12.0 kcal/mol
* electronic energy: -22017.10378 eV
* E_HOMO (alpha / beta): -0.289 / -0.289 hartree
* LUMO energy (alpha / beta): 0.01574 / 0.01574 Ha
* gap between HOMO and LUMO (alpha / beta): 8.3 / 8.3 eV


Question: Which of these has the lowest electronic energy?
Answer: C37H53N4NiO4SbSi3